1.
This record from OMol25 describes a structure of composition C4H4N2 in a non-equilibrium geometry. The level of theory is the ωB97M-V functional and the def2-TZVPD basis.

Properties
LUMO level ... -0.3 eV
Gap between HOMO and LUMO ... 9.5483 eV
Energy ... -264.06697 Ha
HOMO ... -9.811 eV
Energy relative to the best compared isomer or geometry (same formula, charge and spin) ... 681.2 kJ/mol

Each line ends with the Löwdin charge.
Element x y z (Å)
N  0.63157  0.07629  0.97397  0.090
N  0.03854  0.06730  -0.25163  -0.224
C  -1.18212  -0.22547  0.22917  -0.088
C  0.65780  0.04183  -1.52731  -0.021
C  -1.93035  -0.22898  1.30654  0.073
C  -0.45932  -0.08701  1.73870  -0.245
H  1.44676  -0.74094  -1.59308  0.099
H  -0.18928  0.02745  2.76734  0.100
H  1.15883  1.15941  -1.51076  0.154
H  -0.17243  -0.08988  -2.13294  0.062

2.
This record from OMol25 describes the ion C6H13N2O with charge +1 in a non-equilibrium geometry. The level of theory is the ωB97M-V functional and the def2-TZVPD basis.

Properties
2S+1 ... 3
Total charge ... +1
LUMO level (alpha / beta) ... -3.0 / -6.9 eV
Gap between HOMO and LUMO (alpha / beta) ... 5.3913 / 8.6919 eV
Energy ... -420.55539 Ha
HOMO (alpha / beta) ... -8.343 / -15.572 eV
Energy relative to the best compared isomer or geometry (same formula, charge and spin) ... 712.1 kJ/mol

Each line ends with the Löwdin charge.
Element x y z (Å)
O  -1.08804  1.14727  -0.77114  0.031
N  0.61728  0.21621  0.36083  -0.018
N  -1.52735  1.26207  0.60730  0.062
C  -1.26906  -1.36943  -0.48573  0.046
C  0.40378  -0.28882  -2.11564  -0.006
C  -0.44911  0.68973  1.38747  -0.223
C  -0.32127  -0.11241  -0.77595  -0.480
C  -0.59271  2.12782  1.43683  0.008
C  1.65721  -0.82042  0.72903  0.053
H  -1.97178  -0.94423  0.28898  0.098
H  -1.05644  2.50282  2.36067  0.133
H  1.12169  1.09646  0.09605  0.192
H  1.15829  -1.73533  0.98732  0.087
H  1.02244  0.55800  -2.13536  0.065
H  2.28119  -0.95639  -0.20738  0.129
H  -1.75499  -1.73810  -1.42089  0.112
H  0.15751  2.68926  1.04498  0.088
H  2.19032  -0.54732  1.59890  0.092
H  -0.30734  -0.61286  -2.98040  0.143
H  1.09689  -1.20388  -2.20797  0.117
H  -0.53372  -2.09925  -0.05886  0.090
H  -0.83479  0.13880  2.26096  0.180

3.
This record from OMol25 describes the molecule C7H9F3S in a non-equilibrium geometry. The level of theory is the ωB97M-V functional and the def2-TZVPD basis.

Properties
LUMO level (alpha / beta) ... -0.3 / 0.2 eV
Gap between HOMO and LUMO (alpha / beta) ... 8.1000 / 8.2943 eV
Energy ... -969.75591 Ha
HOMO (alpha / beta) ... -8.375 / -8.121 eV
Energy relative to the best compared isomer or geometry (same formula, charge and spin) ... 326.8 kJ/mol

Each line ends with the Löwdin charge.
Element x y z (Å)
S  -0.91407  1.08929  -1.27304  0.963
F  -2.25821  2.50234  0.96864  0.135
F  -0.80692  1.64349  2.23814  0.126
F  -0.61868  3.69962  1.60808  0.135
C  -1.25343  -0.32799  -0.21217  -0.438
C  -0.06882  -2.55293  0.11041  -0.038
C  1.04849  -0.42383  0.70723  0.180
C  -0.96121  2.47364  1.20103  -0.682
C  -0.07877  1.99032  0.01440  -0.427
C  0.00825  -1.00807  0.27616  -0.425
C  0.97274  2.94182  -0.45376  -0.129
H  0.70403  -2.91975  0.70441  0.045
H  -1.93742  0.03046  0.54747  0.081
H  2.02354  -0.44069  1.16608  0.064
H  -1.01953  -2.90755  0.49781  0.082
H  1.38311  3.61935  0.26294  0.075
H  -1.80166  -0.94732  -0.81238  0.035
H  0.70521  3.65954  -1.24220  0.092
H  0.14566  -2.86832  -0.90602  0.085
H  1.71530  2.50398  -1.00363  0.040

4.
This record from OMol25 describes a structure of composition C9H24BrLiO3 in a non-equilibrium geometry. The level of theory is the ωB97M-V functional and the def2-TZVPD basis.

Properties
LUMO level ... -1.3 eV
Gap between HOMO and LUMO ... 4.4393 eV
Energy ... -3163.82938 Ha
HOMO ... -5.737 eV
Energy relative to the best compared isomer or geometry (same formula, charge and spin) ... 1958.6 kJ/mol

Each line ends with the Löwdin charge.
Element x y z (Å)
Br  0.43435  1.50808  -0.15214  1.091
O  2.30669  0.65130  -1.23485  -0.176
O  -1.09521  0.05310  1.20981  -0.144
O  -0.41516  0.15570  -2.17121  -0.209
C  2.12146  -0.74175  -1.29431  -0.426
C  2.20774  -1.21654  0.17180  -0.053
C  0.05567  1.22464  2.86878  -0.076
C  -1.75656  0.18754  -1.87769  -0.413
C  0.48118  -1.27757  2.35160  -0.046
C  0.85128  -1.12324  -2.03996  -0.126
C  -2.16469  1.67356  -1.76297  -0.077
C  -0.54303  -0.14384  2.46215  -0.396
C  -1.97323  -0.61563  -0.57133  -0.034
Li  0.95569  3.12129  0.01957  0.556
H  1.94623  -2.26413  0.32106  0.102
H  0.03053  -2.23378  2.08571  0.099
H  -1.45738  -0.09799  0.23741  -0.187
H  0.04749  0.60842  -1.46227  -0.123
H  0.50316  1.20556  3.86250  0.080
H  1.54038  -0.62675  0.80020  -0.005
H  1.57153  1.11973  -0.83273  -0.372
H  -3.20443  1.97469  -1.63507  0.076
H  -1.39902  -0.39006  3.09043  0.149
H  0.82288  1.54635  2.16450  0.004
H  0.82323  -0.82283  -3.08737  0.113
H  -0.76430  1.93423  2.97941  0.086
H  -1.66636  -1.65450  -0.69247  0.096
H  0.91647  -1.47745  3.33072  0.088
H  -2.34144  -0.31525  -2.64790  0.140
H  -1.85020  2.27550  -2.61553  0.076
H  -3.02953  -0.66145  -0.30631  0.094
H  -0.48354  0.61534  0.72883  -0.196
H  2.92053  -1.17161  -1.89830  0.126
H  -1.61308  2.18856  -0.97647  -0.011
H  0.77679  -2.20860  -2.10737  0.090
H  -0.05089  -0.73511  -1.56716  -0.069
H  3.20166  -1.12911  0.61066  0.101
H  1.29316  -1.13640  1.63827  -0.028

Please write out number 2 again, unchanged.
This record from OMol25 describes the ion C6H13N2O with charge +1 in a non-equilibrium geometry. The level of theory is the ωB97M-V functional and the def2-TZVPD basis.

Properties
2S+1 ... 3
Total charge ... +1
LUMO level (alpha / beta) ... -3.0 / -6.9 eV
Gap between HOMO and LUMO (alpha / beta) ... 5.3913 / 8.6919 eV
Energy ... -420.55539 Ha
HOMO (alpha / beta) ... -8.343 / -15.572 eV
Energy relative to the best compared isomer or geometry (same formula, charge and spin) ... 712.1 kJ/mol

Each line ends with the Löwdin charge.
Element x y z (Å)
O  -1.08804  1.14727  -0.77114  0.031
N  0.61728  0.21621  0.36083  -0.018
N  -1.52735  1.26207  0.60730  0.062
C  -1.26906  -1.36943  -0.48573  0.046
C  0.40378  -0.28882  -2.11564  -0.006
C  -0.44911  0.68973  1.38747  -0.223
C  -0.32127  -0.11241  -0.77595  -0.480
C  -0.59271  2.12782  1.43683  0.008
C  1.65721  -0.82042  0.72903  0.053
H  -1.97178  -0.94423  0.28898  0.098
H  -1.05644  2.50282  2.36067  0.133
H  1.12169  1.09646  0.09605  0.192
H  1.15829  -1.73533  0.98732  0.087
H  1.02244  0.55800  -2.13536  0.065
H  2.28119  -0.95639  -0.20738  0.129
H  -1.75499  -1.73810  -1.42089  0.112
H  0.15751  2.68926  1.04498  0.088
H  2.19032  -0.54732  1.59890  0.092
H  -0.30734  -0.61286  -2.98040  0.143
H  1.09689  -1.20388  -2.20797  0.117
H  -0.53372  -2.09925  -0.05886  0.090
H  -0.83479  0.13880  2.26096  0.180

Q: Among the records above, which one has the highest energy?
A: C4H4N2

Copy entry 1 word for word.
This record from OMol25 describes a structure of composition C4H4N2 in a non-equilibrium geometry. The level of theory is the ωB97M-V functional and the def2-TZVPD basis.

Properties
LUMO level ... -0.3 eV
Gap between HOMO and LUMO ... 9.5483 eV
Energy ... -264.06697 Ha
HOMO ... -9.811 eV
Energy relative to the best compared isomer or geometry (same formula, charge and spin) ... 681.2 kJ/mol

Each line ends with the Löwdin charge.
Element x y z (Å)
N  0.63157  0.07629  0.97397  0.090
N  0.03854  0.06730  -0.25163  -0.224
C  -1.18212  -0.22547  0.22917  -0.088
C  0.65780  0.04183  -1.52731  -0.021
C  -1.93035  -0.22898  1.30654  0.073
C  -0.45932  -0.08701  1.73870  -0.245
H  1.44676  -0.74094  -1.59308  0.099
H  -0.18928  0.02745  2.76734  0.100
H  1.15883  1.15941  -1.51076  0.154
H  -0.17243  -0.08988  -2.13294  0.062

Q: Which of these has the lowest energy relative to the best compared isomer or geometry (same formula, charge and spin)?
A: C7H9F3S